Below is a structure of composition C33H35BrF5NO2S4TaTe, with properties calculated with wB97M-V/def2-TZVPD.

## Properties
Energy relative to the best compared isomer or geometry (same formula, charge and spin)   102.04 kcal/mol
LUMO energy   -5.61 eV
Total charge   +1
Frontier orbital gap   5.12 eV
Multiplicity   1
DFT total energy   -6474.71053 Ha

```
83
Properties=species:S:1:pos:R:3:lowdin_charge:R:1
Ta 0.45 0.79 0.67 1.511
S -0.86 2.82 0.19 0.724
C -0.58 3.42 -1.44 -0.644
C -1.40 4.44 -1.93 -0.093
C -1.25 4.87 -3.23 -0.058
C -0.28 4.32 -4.06 -0.064
C 0.55 3.33 -3.58 -0.081
C 0.38 2.88 -2.27 -0.534
S 1.51 1.74 -1.55 0.981
C 1.52 0.37 -2.73 -0.339
C 1.67 -0.96 -2.05 -0.342
C 2.66 -1.84 -2.45 0.014
C 2.58 -3.15 -2.01 -0.004
C 1.47 -3.53 -1.27 -0.012
C 0.55 -2.57 -0.86 -0.320
C -0.69 -3.05 -0.16 -0.339
S -0.86 -2.58 1.59 1.067
C 0.76 -2.74 2.13 -0.421
C 1.46 -3.91 1.99 -0.075
C 2.82 -4.00 2.30 0.028
C 3.53 -2.97 2.90 -0.026
C 2.89 -1.77 3.13 -0.162
C 1.56 -1.46 2.45 -0.964
S 0.84 0.03 3.15 0.714
N 0.71 -1.27 -1.17 0.056
H -2.16 4.86 -1.30 0.110
H -1.90 5.65 -3.61 0.113
H -0.17 4.67 -5.08 0.112
H 1.33 2.92 -4.21 0.114
H 2.30 0.53 -3.47 0.101
H 0.55 0.41 -3.23 0.078
H 3.44 -1.51 -3.11 0.129
H 3.32 -3.88 -2.30 0.123
H 1.30 -4.57 -1.02 0.120
H -0.77 -4.13 -0.28 0.090
H -1.57 -2.59 -0.62 0.067
H 0.94 -4.79 1.65 0.124
H 3.30 -4.97 2.20 0.132
H 4.51 -3.15 3.31 0.137
H 3.12 -1.23 4.05 0.106
C -7.75 0.21 1.50 -0.057
C -6.92 -0.07 0.24 -0.553
C -7.19 -1.51 -0.21 -0.038
C -7.37 0.90 -0.86 -0.040
C -5.43 0.09 0.49 -0.147
C -4.54 -0.03 -0.57 -0.079
C -3.18 0.08 -0.35 -0.572
Br -2.12 0.09 -1.90 0.912
C -2.66 0.30 0.93 -0.312
O -1.27 0.28 1.07 -0.511
C -3.54 0.52 2.01 -0.059
C -4.90 0.39 1.74 0.039
C -3.16 0.92 3.44 -0.520
C -4.39 1.38 4.22 -0.064
C -2.19 2.11 3.44 -0.046
C -2.61 -0.29 4.18 -0.045
H -8.81 0.09 1.26 0.091
H -7.61 1.23 1.86 0.092
H -7.52 -0.48 2.30 0.090
H -8.26 -1.66 -0.37 0.090
H -6.86 -2.23 0.53 0.092
H -6.68 -1.74 -1.15 0.081
H -8.44 0.80 -1.03 0.091
H -6.86 0.71 -1.80 0.077
H -7.17 1.93 -0.57 0.095
H -4.90 -0.19 -1.57 0.101
H -5.59 0.55 2.55 0.080
H -4.91 2.20 3.72 0.098
H -4.06 1.75 5.20 0.096
H -5.09 0.57 4.41 0.088
H -2.65 2.99 2.99 0.094
H -1.26 1.93 2.90 0.009
H -1.92 2.36 4.46 0.097
H -3.38 -1.05 4.28 0.097
H -2.28 -0.01 5.18 0.097
H -1.77 -0.73 3.67 0.003
F 4.43 1.97 1.50 -0.387
Te 3.58 0.37 1.95 2.029
F 3.19 0.47 -0.01 -0.550
F 5.12 -0.57 1.42 -0.402
F 1.72 2.09 1.33 -0.569
F 4.39 0.75 3.70 -0.481
O 1.73 -1.11 1.11 -0.483
```